Entry 1:
Computed, not measured: a structure of composition C16H25AsIMnN2OSSi, with wB97M-V/def2-TZVPD.

```
49
Properties=species:S:1:pos:R:3:forces:R:3:lowdin_charge:R:1
I 0.76562 2.84886 -1.20926 -0.42 0.20 -0.03 1.1297
As -0.28357 1.17440 3.81689 0.05 -0.28 0.37 1.0672
Mn -0.40328 0.76915 0.37411 -0.28 -0.25 0.75 0.5472
S 1.33458 -0.69052 0.37870 0.22 0.29 0.22 0.7321
Si 2.57384 -2.64362 -2.35387 0.09 0.18 -0.52 0.5588
O -0.38484 1.49340 2.15863 -0.06 -0.07 -0.91 -0.6096
N -0.85585 -0.75392 -0.88591 0.47 -0.10 0.18 -0.0953
N -1.89166 2.10355 -0.25401 0.06 0.32 -0.11 -0.1010
C -3.34510 4.32694 -1.03865 0.12 -0.04 -0.01 0.0020
C 1.39860 1.83807 4.46973 -0.23 -0.11 -0.06 -0.1670
C -0.41994 -0.73482 4.04363 0.09 0.32 0.06 -0.1770
C 2.93342 -1.03344 -3.28641 0.14 -0.37 0.23 -0.1592
C 3.72718 -2.90990 -0.90145 -0.33 0.06 -0.04 -0.1791
C -3.20660 2.18042 -0.00493 -0.11 -0.12 0.05 -0.0877
C -0.30602 -2.70982 -2.70680 0.06 -0.03 0.12 -0.0192
C -1.75420 2.05669 4.69167 0.24 -0.10 -0.07 -0.1721
C 0.36981 -1.32351 -0.94654 -0.44 -0.15 -0.14 -0.6856
C -1.59756 -2.20240 -2.59218 -0.04 0.07 0.09 -0.0156
C -1.83204 -1.18573 -1.69318 -0.19 0.10 -0.24 -0.0892
C -1.31730 3.12920 -0.88692 0.49 -0.10 -0.12 -0.6803
C -1.98087 4.26096 -1.30050 -0.09 0.03 -0.01 -0.0731
C 0.74052 -2.26359 -1.89601 0.18 -0.11 0.03 -0.2103
C 2.58038 -4.11061 -3.52565 -0.10 0.25 0.31 -0.1682
C -3.96420 3.27019 -0.38576 -0.02 -0.01 -0.02 -0.0109
H 1.99159 -3.91965 -4.42401 0.02 0.00 -0.02 0.0357
H 3.60496 -4.30932 -3.84414 0.01 0.00 0.00 0.0452
H 4.68900 -3.25489 -1.28563 0.01 0.02 -0.02 0.0450
H -1.64348 1.92272 5.76758 -0.01 0.00 0.00 0.0579
H -3.91112 5.19612 -1.34607 -0.02 -0.01 0.00 0.1344
H -1.45651 5.05634 -1.80957 -0.01 0.01 0.00 0.1197
H 2.79558 -0.16952 -2.63030 0.04 0.00 0.00 0.0149
H -0.36835 -0.99090 5.10077 -0.01 0.00 0.00 0.0582
H -1.37003 -1.06624 3.62923 -0.02 0.01 0.01 0.0510
H 1.47340 2.90058 4.24848 -0.04 0.01 -0.02 0.0562
H -2.80026 -0.71048 -1.60518 0.02 0.03 0.02 0.1216
H 2.25552 -0.92907 -4.13558 -0.01 -0.02 0.00 0.0408
H -0.11056 -3.48153 -3.44169 -0.01 0.04 -0.03 0.1148
H 2.20477 1.29811 3.97745 -0.01 -0.02 -0.02 0.0522
H 3.90233 -1.99280 -0.33727 0.03 0.00 -0.02 0.0090
H 0.40284 -1.20369 3.50685 0.01 0.00 0.00 0.0330
H -3.65014 1.33645 0.50822 0.01 0.01 0.01 0.1299
H 1.45375 1.68130 5.54622 -0.01 -0.01 0.00 0.0586
H -1.73792 3.11819 4.45394 0.06 0.00 -0.03 0.0541
H 2.20037 -5.01514 -3.04692 0.02 -0.02 -0.01 0.0451
H -5.02434 3.28660 -0.17776 0.01 -0.01 0.02 0.1279
H 3.36051 -3.67173 -0.21121 -0.01 -0.02 -0.02 0.0412
H 3.95525 -1.00952 -3.66978 0.00 0.03 0.02 0.0428
H -2.69355 1.61629 4.36510 0.02 -0.04 -0.04 0.0498
H -2.40456 -2.57816 -3.20404 0.00 0.02 -0.01 0.1242
```
Forces are in eV/Å.

Results
M = 578.3 g mol⁻¹
LUMO energy (alpha / beta) = -7.99 / -6.44 eV
Net charge = +2
Gap between HOMO and LUMO (alpha / beta) = 0.2342 / 0.2961 Ha
Highest occupied orbital energy (alpha / beta) = -14.36 / -14.50 eV
Calculated total energy = -140985.8723 eV
2S+1 = 5
Expectation value of S² = 6.174

Entry 2:
Computed, not measured: the molecule C8H7I at a distorted geometry, with wB97M-V/def2-TZVPD.

```
16
Properties=species:S:1:pos:R:3:forces:R:3:lowdin_charge:R:1
I -1.82597 2.34626 -1.66518 0.09 0.18 0.10 0.8531
C 1.24111 -0.30464 -0.09135 -2.88 2.62 -0.64 -0.0524
C -1.81410 -1.84288 2.04305 1.57 -3.94 -0.84 -0.0402
C 0.78335 0.84398 -0.85344 -0.17 -1.17 0.84 -0.3645
C -1.05377 0.13982 0.44889 2.09 1.20 -1.92 0.0158
C 1.69204 1.55530 -1.75711 3.19 -1.74 -0.20 -0.0743
C -0.94874 -0.94229 1.25902 -0.11 0.78 -0.24 -0.2395
C -0.54487 1.13998 -0.58282 -1.18 -3.18 2.74 -0.6919
C 0.28110 -0.77807 0.71591 -1.60 0.50 0.05 -0.0252
H -2.02543 -2.72336 1.30536 -0.26 1.63 0.96 0.1206
H -1.32728 -2.51128 2.85408 -0.52 1.92 -0.86 0.1124
H 1.23749 2.32769 -2.33044 -0.22 0.47 -0.59 0.0296
H -2.69890 -1.34654 2.31789 -1.11 0.32 0.56 0.0564
H 2.29913 0.75627 -2.40989 -1.58 1.84 1.02 0.1358
H 2.52358 1.96910 -1.10764 -0.92 -0.05 -0.76 0.1059
H 2.18126 -0.62933 -0.14633 3.60 -1.38 -0.20 0.0584
```
Forces are in eV/Å.

Results
M = 230.0 g mol⁻¹
LUMO energy = 0.63 eV
Gap between HOMO and LUMO = 0.3279 Ha
Highest occupied orbital energy = -8.29 eV
ΔE to the lowest compared entry with this formula, charge and spin = 1.357 eV
Calculated total energy = -16505.3915 eV